# C20H21BrN4O4

The molecule C20H21BrN4O4 at a distorted geometry (ωB97M-V/def2-TZVPD, the Open Molecules 2025 dataset).

CARTESIAN COORDINATES (ANGSTROEM)
O (0.0150, 1.2685, 3.5942)
C (-0.2783, 0.2263, 2.9410)
N (0.6556, -0.1668, 2.0391)
C (1.9793, 0.4753, 2.0392)
C (1.9411, 1.8303, 1.2891)
C (1.4954, 1.8009, -0.1442)
C (2.3745, 2.7609, -0.7402)
Br (2.0783, 3.6440, -2.4050)
N (3.3033, 3.2222, -0.0216)
O (3.2467, 2.4870, 1.3094)
C (-1.6762, -0.3219, 2.8657)
C (-2.5748, -0.1826, 4.1552)
C (-3.7016, -1.1241, 3.7497)
C (-2.8903, -2.3501, 3.3773)
N (-1.8803, -1.8118, 2.5209)
C (-1.6919, -2.4615, 1.3172)
O (-1.8556, -3.6980, 1.1785)
O (-1.1135, -1.6487, 0.3428)
C (-0.7400, -2.3158, -0.8418)
C (0.0570, -1.4945, -1.8903)
C (1.5373, -1.6769, -2.0920)
N (2.2381, -0.9615, -3.0206)
C (1.6260, -0.0188, -3.6546)
C (2.5126, 0.7571, -4.4129)
C (2.0134, 1.8066, -5.1044)
C (0.7009, 2.2419, -4.9935)
C (-0.2503, 1.5344, -4.1271)
C (0.2992, 0.3637, -3.4681)
C (-0.5245, -0.4511, -2.6109)
H (0.4161, -1.0512, 1.6185)
H (2.4337, 0.6536, 3.0274)
H (2.8092, -0.0692, 1.4847)
H (1.3172, 2.4130, 1.8876)
H (0.4832, 2.1125, -0.4158)
H (1.6743, 0.8121, -0.5217)
H (-2.2366, 0.2659, 2.1742)
H (-2.1267, -0.5632, 5.1375)
H (-2.8952, 0.8770, 4.1830)
H (-4.4962, -1.2847, 4.5648)
H (-4.1649, -0.8542, 2.8181)
H (-3.4923, -3.0621, 2.8044)
H (-2.4313, -2.9444, 4.2433)
H (-0.1337, -3.2644, -0.5762)
H (-1.6489, -2.5643, -1.4805)
H (1.9198, -2.5989, -1.6972)
H (3.6089, 0.5397, -4.5478)
H (2.6665, 2.2269, -5.7646)
H (0.2725, 2.9824, -5.6709)
H (-1.3322, 1.6319, -4.2748)
H (-1.5395, 0.0064, -2.1861)

Cartesian forces, eV/Å:
-1.7 -2.4 -0.4
2.1 3.9 0.4
0.0 -0.9 0.6
1.9 0.0 -1.5
0.3 -0.4 1.1
-1.2 -1.1 -0.1
1.5 2.1 -0.4
0.2 -0.4 0.8
0.6 -0.8 1.8
-0.7 0.2 -2.6
-0.8 -1.9 1.3
0.4 0.3 -0.2
-0.4 -0.8 2.1
-0.6 -2.1 1.3
1.1 1.4 -1.4
0.9 -2.3 0.1
0.0 3.6 0.0
-0.6 0.0 1.1
0.6 -1.8 -2.5
1.9 1.3 0.4
-2.4 1.0 -2.6
-0.3 -5.1 4.7
0.7 2.5 -0.5
0.7 0.4 -1.2
-0.8 -0.6 0.8
-3.9 -1.7 1.4
3.3 -0.2 -2.5
-2.9 0.6 0.1
-0.5 1.1 2.2
0.9 0.1 -0.5
-0.8 -0.1 -0.1
-1.5 -0.3 0.5
-1.2 1.4 0.8
-0.2 -0.4 0.6
-0.1 -0.7 -0.7
0.0 0.5 -1.0
-0.3 0.8 -1.5
0.3 -0.6 0.5
1.2 0.2 -1.3
-0.5 0.6 -0.2
0.2 0.0 0.2
-0.7 1.0 -0.9
-1.2 1.4 -0.5
0.8 -0.3 1.4
0.8 0.1 0.4
-1.5 -0.3 0.5
1.5 1.7 -1.7
0.4 0.1 0.3
0.5 0.4 0.6
1.9 -1.3 -1.5

The HOMO energy is -8.837 eV. The value obtained for the energy is -3868.59060 a.u. The SMILES is O=C(NC[C@@H]1CC(Br)=NO1)[C@@H]1CCCN1C(=O)OCc1cnc2ccccc2c1. Its energy above the lowest of the compared OMol25 structures with the same formula, charge and spin is 133.5 kcal per mole. The frontier orbital gap is 0.3052 Ha. The charge is 0.

=====

# C3H5LiO3Rb

A structure of composition C3H5LiO3Rb at a distorted geometry (ωB97M-V/def2-TZVPD, the Open Molecules 2025 dataset).

CARTESIAN COORDINATES (ANGSTROEM)
H (0.4626, 0.2601, 1.0157)
O (0.8715, 0.5869, 0.1551)
C (1.1729, -0.6523, -0.5675)
C (0.7983, -1.7872, 0.3209)
C (-3.6206, 1.1867, 0.0424)
O (-2.6008, 1.3812, -0.4857)
O (-4.6259, 1.0084, 0.5719)
Rb (3.7281, 2.4604, 0.8781)
Li (-0.6767, 1.3662, -0.9095)
H (2.2480, -0.6540, -0.8097)
H (0.5575, -0.6348, -1.4745)
H (1.0457, -1.7512, 1.3856)
H (0.6393, -2.7702, -0.1227)

Cartesian forces, eV/Å:
0.7 0.7 -1.3
-1.0 0.1 1.3
-0.3 -0.5 0.7
0.4 -0.5 -0.5
-2.0 -0.2 1.0
1.3 0.1 -0.5
1.0 0.1 -0.5
0.2 0.1 0.1
-0.2 0.0 0.2
-0.3 0.1 -0.2
0.4 -0.3 -0.2
-0.1 0.0 -0.3
-0.1 0.3 0.2

The HOMO energy (spin up / spin down) is -15.883 / -19.528 eV. The value obtained for the energy is -374.11301 a.u. Its energy above the lowest of the compared OMol25 structures with the same formula, charge and spin is 0.0 kcal per mole. As for the multiplicity: 2. The frontier orbital gap (spin up / spin down) is 0.3195 / 0.4447 Ha. As for the expectation value of S²: 0.75. The charge is +2.

=====

# C9H16N10OS3Tb

A structure of composition C9H16N10OS3Tb at a distorted geometry (ωB97M-V/def2-TZVPD, the Open Molecules 2025 dataset).

CARTESIAN COORDINATES (ANGSTROEM)
Tb (0.8198, 0.7802, 1.2477)
N (0.7927, -0.1781, 4.3098)
C (-0.2400, -0.2806, 3.3309)
N (-0.8953, 0.8043, 2.9023)
N (-1.4516, 0.4250, 1.7235)
N (-1.1157, -0.8171, 1.4606)
N (-0.3281, -1.2872, 2.4500)
C (1.8572, 0.3742, 3.5297)
N (2.5320, -0.3624, 2.6293)
N (3.0685, 0.5290, 1.7809)
N (2.7009, 1.7533, 2.1452)
N (1.9224, 1.6762, 3.2484)
H (1.0431, -1.0880, 4.6849)
C (2.1601, -1.4323, -3.1514)
C (0.6600, -1.2044, -3.0831)
S (-0.0813, -1.1629, -1.4854)
O (0.7121, -0.0455, -0.7592)
C (0.4703, -2.7059, -0.7441)
C (1.8364, -2.6606, -0.0732)
H (2.4897, -1.2434, -4.1731)
H (2.4308, -2.4570, -2.9025)
H (2.6992, -0.7515, -2.4939)
H (0.0752, -1.9640, -3.6119)
H (0.3777, -0.2311, -3.4938)
H (0.4209, -3.4359, -1.5562)
H (-0.3199, -2.9366, -0.0307)
H (2.6588, -2.6662, -0.7849)
H (1.9308, -3.5270, 0.5796)
H (1.9632, -1.7798, 0.5476)
S (0.0835, 3.2593, 0.3590)
C (-1.4031, 2.8301, -0.3741)
N (-2.5600, 2.9373, 0.2092)
C (-3.7805, 2.5784, -0.5139)
C (-3.3297, 2.0060, -1.8742)
S (-1.5368, 2.2917, -2.0062)
H (-2.5811, 3.2299, 1.1799)
H (-4.4068, 3.4597, -0.6291)
H (-4.3303, 1.8399, 0.0631)
H (-3.8266, 2.5046, -2.7010)
H (-3.5186, 0.9385, -1.9395)

Cartesian forces, eV/Å:
-1.0 0.6 -3.3
0.0 0.0 -0.2
0.0 0.0 0.2
-0.8 -0.3 0.2
-1.0 -0.4 0.7
-0.4 -0.3 0.7
-0.3 -0.1 -0.2
0.0 -0.1 0.2
0.5 0.1 0.1
1.1 0.2 0.9
1.1 0.1 1.0
0.7 0.2 0.2
0.0 0.0 -0.1
0.0 0.0 -0.1
0.1 0.0 -0.4
0.0 0.5 0.5
-0.1 -0.5 -0.4
0.1 -0.2 0.1
0.0 -0.1 -0.1
0.0 0.0 0.0
0.0 0.0 0.0
0.0 0.0 0.0
0.1 0.0 -0.1
0.0 -0.1 -0.1
0.0 0.0 0.1
0.1 -0.1 0.1
-0.1 0.0 0.0
0.0 0.0 0.0
0.0 0.0 0.1
-0.2 0.2 -0.2
0.5 0.1 -0.1
-0.4 0.1 0.5
0.3 0.0 -0.1
-0.1 0.1 0.1
0.1 -0.1 -0.1
-0.1 0.0 -0.1
0.0 0.1 0.0
0.0 -0.1 0.0
0.0 0.0 0.0
0.0 0.0 0.0

The HOMO energy (spin up / spin down) is -12.473 / -12.475 eV. The value obtained for the energy is -2994.13560 a.u. Its energy above the lowest of the compared OMol25 structures with the same formula, charge and spin is 0.0 kcal per mole. As for the multiplicity: 7. The frontier orbital gap (spin up / spin down) is 0.3391 / 0.3430 Ha. As for the expectation value of S²: 12.68. The charge is +1.

=====

# C7H8Cl2

The molecule C7H8Cl2 at a distorted geometry (ωB97M-V/def2-TZVPD, the Open Molecules 2025 dataset).

CARTESIAN COORDINATES (ANGSTROEM)
C (1.0206, 1.7108, -1.1999)
C (1.6158, -1.5754, -0.8041)
C (0.4389, 1.2544, -0.0144)
C (0.6389, -1.3166, 0.0874)
C (-1.0247, -0.1320, 1.5107)
C (0.1175, -0.0889, 0.4977)
C (-1.9340, -0.1171, 0.3636)
Cl (-2.7277, 1.3772, -0.0513)
Cl (-2.5901, -1.4987, -0.3898)
H (0.9772, 2.7984, -1.3045)
H (1.3401, 1.1341, -1.9544)
H (2.0375, -2.4629, -1.0534)
H (2.0045, -0.6981, -1.2605)
H (-0.1069, 2.1067, 0.5298)
H (0.3158, -2.1440, 0.7483)
H (-0.9397, -1.0178, 2.0559)
H (-1.1837, 0.6701, 2.2391)

Cartesian forces, eV/Å:
-2.2 1.5 4.6
-0.9 3.1 0.1
-0.7 0.8 -0.8
0.0 -1.4 1.8
1.0 0.9 -1.5
2.9 2.6 0.5
-4.1 0.5 -0.4
0.0 -0.5 0.3
0.1 0.0 0.3
0.3 -0.5 -0.3
1.3 -2.0 -2.5
0.9 -2.6 -0.4
0.6 0.3 -0.7
1.2 -1.5 -0.4
-0.1 0.2 -0.7
-0.4 -1.7 0.6
0.3 0.2 -0.7

The HOMO energy (spin up / spin down) is -6.256 / -9.479 eV. The value obtained for the energy is -1191.71504 a.u. As for the multiplicity: 3. The frontier orbital gap (spin up / spin down) is 0.2598 / 0.2931 Ha. As for the expectation value of S²: 2.06. The charge is 0.